1.
A cluster of 4 separate species, C3H14NO4 in total at a distorted geometry, computed with ωB97M-V with the def2-TZVPD basis set.

HOMO level (alpha / beta): -9.7 / -9.7 eV
Gap between HOMO and LUMO (alpha / beta): 10.18 / 6.18 eV
Lowest unoccupied orbital energy (alpha / beta): 0.5 / -3.5 eV
Spin multiplicity: 2

XYZ file:
```
22
Properties=species:S:1:pos:R:3:forces:R:3:lowdin_charge:R:1
C -2.6282 0.2316 -0.5959 0.0720 0.2372 0.5852 -0.290
C -1.2988 -0.2164 0.0088 0.6191 0.1657 -0.2782 -0.175
C -0.1357 0.4706 -0.6962 -0.9825 -0.2498 0.0171 -0.291
O 1.0748 0.2042 -0.1737 0.0592 0.9219 -0.4647 -0.037
N -3.8080 -0.1352 0.1740 0.0105 -0.7659 -0.7460 -0.006
H -2.5592 1.3141 -0.7241 -0.3569 0.0635 -0.0484 0.113
H -2.7598 -0.2115 -1.5850 0.1351 0.1064 -0.0891 0.115
H -1.1045 -1.2836 -0.1089 -0.3313 -0.1838 0.0874 0.117
H -1.2208 0.0064 1.0748 -0.2258 0.1182 0.0125 0.118
H -0.1513 0.2518 -1.7798 0.3022 -0.1022 -0.1702 0.165
H -0.2616 1.5682 -0.7582 0.1749 0.2356 0.2051 0.170
H -3.6936 -1.1244 0.3613 -0.5012 0.0342 0.3158 0.067
H -4.0059 0.3487 1.0314 0.4560 0.2851 0.1741 0.063
H 1.0029 0.0225 2.9594 0.0458 0.0154 0.2187 0.040
H 1.1833 0.7964 1.6938 0.1459 0.1601 0.2689 -0.005
O 1.0860 0.9304 2.6485 -0.1322 -0.2095 -0.3188 -0.052
H 1.3157 -1.3179 0.1635 -0.0448 0.4994 0.1577 -0.061
H 2.1723 -2.4908 -0.2846 -0.0012 -0.1098 0.1278 0.042
O 1.5890 -2.1941 0.4217 0.3089 -1.3100 0.0607 -0.040
H 2.3629 0.7170 -1.3733 0.4416 0.2856 -0.1555 -0.017
H 3.5999 0.2169 -2.1026 0.1076 0.1258 -0.0741 0.031
O 3.0684 1.0102 -1.9803 -0.3030 -0.3229 0.1141 -0.068
```
Positions in Å, forces in eV/Å.

---

2.
A cluster of 2 separate species, C8H9OS2 in total at a distorted geometry, computed with ωB97M-V with the def2-TZVPD basis set.

HOMO level: -1.3 eV
Gap between HOMO and LUMO: 4.44 eV
Charge: -1
Lowest unoccupied orbital energy: 3.1 eV

XYZ file:
```
20
Properties=species:S:1:pos:R:3:forces:R:3:lowdin_charge:R:1
C 1.1359 2.4408 1.3949 0.2159 0.8604 -0.0713 -0.287
C 0.8327 1.1614 0.9362 -0.0965 -0.7153 0.1374 -0.215
C 1.3677 3.3560 0.4112 0.0507 0.2305 -0.0156 -0.516
C 0.8416 1.0349 -0.4625 0.0482 0.2802 -0.3714 -0.631
C 4.6660 -0.9686 0.2429 0.9575 -0.1939 0.9715 -0.851
C -1.3098 -1.4250 -0.4572 0.2158 -0.2141 0.1169 -0.137
C 0.2005 -1.3828 -0.7309 -0.1781 0.4888 -0.1726 -0.340
C 0.6414 -0.0524 -1.2657 0.0564 -0.6061 -0.4968 -0.327
O 5.4043 -0.9671 1.1595 -0.9868 0.0870 -1.1466 0.043
S 3.6772 -0.9894 -0.9578 -0.0394 0.1752 0.2414 0.837
S 1.2145 2.6226 -1.1728 -0.0321 -0.2538 0.4010 0.874
H 1.1904 2.7022 2.4440 -0.0059 0.0145 0.0732 0.081
H 0.6423 0.3244 1.5871 -0.0824 -0.1412 0.0893 0.072
H 1.6229 4.3950 0.4822 0.0427 0.1896 0.1492 0.014
H -1.6031 -2.3675 0.0111 -0.1477 -0.1421 0.0536 0.048
H -1.5778 -0.6102 0.2110 -0.0716 0.1143 0.0583 0.059
H -1.8659 -1.3047 -1.3852 -0.0687 0.0256 -0.0706 0.058
H 0.7296 -1.6026 0.2020 0.0883 -0.1450 0.1017 0.076
H 0.4532 -2.1713 -1.4488 0.0488 -0.0788 0.0754 0.083
H 0.6867 0.0679 -2.3401 -0.0150 0.0244 -0.1240 0.059
```
Positions in Å, forces in eV/Å.

---

3.
The molecule C3H5N3, computed with ωB97M-V with the def2-TZVPD basis set.

HOMO level: -9.1 eV
Gap between HOMO and LUMO: 9.82 eV
Lowest unoccupied orbital energy: 0.8 eV

XYZ file:
```
11
Properties=species:S:1:pos:R:3:forces:R:3:lowdin_charge:R:1
N 0.9645 -1.0853 -1.0796 0.1368 0.0047 0.0812 0.042
C 0.3485 -0.2874 -0.0540 0.0021 0.1530 0.1293 -0.455
C 0.6214 1.1854 0.0295 -0.5465 0.0762 -0.0628 -0.015
N -0.5422 1.6030 0.4869 0.2656 0.3180 -0.1168 -0.068
N -1.6274 0.6971 0.5776 0.2183 -0.3540 -0.0840 0.064
C -1.1221 -0.4194 0.2064 -0.0151 0.1913 0.1236 -0.105
H 1.1829 -2.0172 -0.7419 -0.0044 0.1364 -0.0906 0.074
H 1.8317 -0.6343 -1.3509 -0.0488 -0.0976 -0.0554 0.070
H 0.8278 -0.3709 0.9576 -0.1340 -0.5093 0.1147 0.157
H -0.7428 2.5468 0.7808 -0.0174 -0.0704 -0.0619 0.122
H -1.7350 -1.3146 0.1577 0.1433 0.1516 0.0226 0.114
```
Positions in Å, forces in eV/Å.

---

4.
A cluster of 2 separate species, C4H8N2 in total at a distorted geometry, computed with ωB97M-V with the def2-TZVPD basis set.

HOMO level: -8.8 eV
SMILES: C=C(C)N.C#N
Gap between HOMO and LUMO: 9.67 eV
Lowest unoccupied orbital energy: 0.9 eV

XYZ file:
```
14
Properties=species:S:1:pos:R:3:forces:R:3:lowdin_charge:R:1
C 1.3983 0.4553 -0.6586 -0.0910 0.1037 0.0133 -0.017
C 0.1331 0.6439 -0.2473 0.0909 -0.0295 -0.1279 -0.537
C -1.0558 0.3925 -1.1341 -0.0030 -0.0293 -0.0352 -0.054
N -0.2019 1.1057 1.0191 0.0679 -0.1159 0.0537 0.087
C 0.1995 -2.0976 1.2144 -0.6779 -0.4538 0.6533 -0.095
N -0.5545 -2.5877 1.9384 0.7421 0.4527 -0.6903 0.052
H 0.8623 -1.5906 0.5279 -0.0949 -0.0927 0.0850 0.028
H 2.2461 0.6651 -0.0098 -0.1349 -0.0340 -0.0628 0.058
H 1.6095 0.1735 -1.6841 -0.0641 0.0349 0.1508 0.055
H -1.5763 1.3323 -1.3480 0.0677 -0.1213 0.0534 0.085
H -1.7716 -0.2775 -0.6401 0.1092 0.0859 -0.0536 0.079
H -0.7536 -0.0659 -2.0780 -0.0212 0.0948 0.1368 0.078
H -1.0752 0.7611 1.3943 0.0894 0.0578 -0.0783 0.089
H 0.5399 1.0897 1.7058 -0.0803 0.0468 -0.0981 0.092
```
Positions in Å, forces in eV/Å.

---

5.
The molecule C16H19NO4S at a distorted geometry, computed with ωB97M-V with the def2-TZVPD basis set.

HOMO level: -8.2 eV
SMILES: CCOC(=O)c1cc(C)n(S(=O)(=O)c2ccc(C)cc2)c1C
Gap between HOMO and LUMO: 8.40 eV
Lowest unoccupied orbital energy: 0.2 eV

XYZ file:
```
41
Properties=species:S:1:pos:R:3:forces:R:3:lowdin_charge:R:1
C 4.0789 3.8497 -0.0260 -0.0776 -0.4697 -0.0021 -0.066
C 4.5122 2.3955 -0.0201 0.4748 0.1977 0.0068 -0.227
H 5.1106 2.1608 0.8675 -0.0578 0.0183 -0.1716 0.128
H 5.1125 2.1541 -0.9047 -0.0553 0.0158 0.1695 0.129
O 3.3431 1.5773 -0.0178 -0.2244 0.0043 0.0095 -0.030
C 3.5612 0.2459 0.0134 0.3037 0.1750 -0.0100 -0.441
O 4.6760 -0.2206 0.0387 -0.1542 -0.0083 0.0023 0.113
C 2.3437 -0.5609 0.0185 -0.7308 -0.2872 0.0012 -0.081
C 1.0103 -0.1993 -0.0471 0.4467 0.9032 -0.0501 -0.202
N 0.2613 -1.3492 -0.0028 -0.5726 -0.1025 0.0408 -0.061
C 1.1127 -2.4437 0.0789 0.5811 -0.6154 0.0581 -0.291
C 2.3908 -1.9838 0.0958 -0.4282 0.1313 -0.0265 0.036
H 3.2886 -2.5642 0.1535 0.1348 -0.2104 0.0075 0.122
C 0.6101 -3.8390 0.1190 -0.0502 -0.1491 0.0769 -0.036
H 1.4546 -4.5228 0.0961 0.0150 -0.0111 -0.0214 0.088
H -0.0389 -4.0336 -0.7333 0.0312 -0.1726 -0.0206 0.075
H 0.0280 -4.0135 1.0227 0.0401 -0.1362 -0.0029 0.076
S -1.4375 -1.6573 -0.0585 -0.1774 0.2107 -0.0377 0.751
O -1.6911 -2.2862 -1.3182 0.0626 0.2956 -0.1336 -0.263
O -1.7504 -2.3705 1.1409 0.0944 0.2520 0.1561 -0.262
C -2.2936 -0.0930 -0.0122 0.3869 -0.5300 0.0155 -0.307
C -2.5951 0.4722 1.2114 0.0173 -0.0845 0.1229 -0.057
C -3.3246 1.6482 1.2490 0.0573 -0.0790 -0.0711 -0.020
C -3.7596 2.2514 0.0733 0.0747 -0.0731 0.0025 -0.258
C -3.4592 1.6489 -1.1471 0.0792 -0.1145 0.0878 -0.020
C -2.7305 0.4752 -1.1946 -0.0021 -0.0523 -0.1619 -0.059
H -2.5018 -0.0182 -2.1260 -0.0042 0.0087 -0.1576 0.120
H -3.8064 2.1037 -2.0628 -0.0310 0.0272 -0.1107 0.121
C -4.5508 3.5206 0.1032 -0.0179 0.0187 -0.0110 -0.042
H -5.5299 3.3638 -0.3468 -0.0811 0.0431 -0.0078 0.088
H -4.6884 3.8738 1.1212 -0.0343 0.0647 0.0451 0.077
H -4.0443 4.2948 -0.4709 -0.0045 0.0874 -0.0125 0.087
H -3.5638 2.0986 2.2008 -0.0251 0.0377 0.0898 0.116
H -2.2652 -0.0215 2.1117 0.0077 0.0028 0.1644 0.122
C 0.4185 1.1579 -0.1685 0.0701 0.1883 -0.0182 0.005
H 1.2273 1.8768 -0.2497 -0.1161 -0.0179 -0.0079 0.074
H -0.1841 1.4095 0.7038 -0.0163 0.0848 -0.0269 0.085
H -0.2126 1.2339 -1.0531 -0.0003 0.0898 0.0072 0.084
H 3.4770 4.0646 0.8531 -0.0444 0.0869 0.0850 0.076
H 3.4880 4.0620 -0.9132 -0.0451 0.0872 -0.0857 0.076
H 4.9554 4.4911 -0.0218 0.0735 0.0828 -0.0009 0.076
```
Positions in Å, forces in eV/Å.

---

6.
The molecule C20H29NO4, computed with ωB97M-V with the def2-TZVPD basis set.

HOMO level: -7.8 eV
SMILES: CCCCCCOc1ccc(/C=C/C(=O)N2CCOCC2)cc1OC
Gap between HOMO and LUMO: 8.18 eV
Lowest unoccupied orbital energy: 0.3 eV

XYZ file:
```
54
Properties=species:S:1:pos:R:3:forces:R:3:lowdin_charge:R:1
C -7.0186 -3.9265 1.7651 -0.0162 0.2530 -0.0208 -0.118
H -7.5699 -4.6149 1.1281 -0.0542 -0.1112 -0.0336 0.070
C -6.7134 -2.6330 1.0194 0.1495 -0.2848 -0.0807 -0.276
C -5.8700 -2.8909 -0.2275 -0.2240 0.3050 -0.0351 -0.231
C -5.6339 -1.6386 -1.0725 0.2515 -0.0830 0.1670 -0.215
C -4.7376 -0.6120 -0.3850 -0.0346 0.2197 -0.2948 -0.178
C -4.4634 0.5861 -1.2971 -0.2224 -0.4419 0.0360 -0.194
O -3.6755 1.5755 -0.6709 0.3356 0.2355 0.1688 -0.018
C -2.3402 1.3862 -0.5272 0.0486 0.2393 0.1381 -0.187
C -1.6008 0.3370 -1.0526 -0.2826 0.0626 -0.0585 -0.009
C -0.2320 0.2639 -0.8626 0.2423 0.2066 0.1803 -0.028
C 0.4410 1.2358 -0.1304 -0.6790 -0.1534 -0.2128 -0.219
C -0.3061 2.2925 0.4108 0.0080 -0.0275 -0.0287 0.037
C -1.6687 2.3855 0.2194 -0.3211 -0.0523 -0.0638 -0.190
O -2.4626 3.3814 0.7004 -0.0269 -0.3679 -0.2364 -0.063
C -1.8605 4.4202 1.4313 0.1187 0.1686 0.1272 -0.082
H -1.3874 4.0488 2.3466 -0.0048 0.0130 -0.0443 0.097
H -1.1184 4.9580 0.8320 -0.0179 -0.0305 0.0269 0.098
H -2.6696 5.0992 1.6955 0.0925 -0.0183 0.0071 0.094
H 0.2167 3.0450 0.9797 0.0149 0.1086 0.0760 0.111
C 1.8677 1.2108 0.1044 0.7343 -0.2669 -0.0756 -0.016
C 2.7697 0.3819 -0.4386 -0.5158 0.2387 0.1134 0.004
C 4.1935 0.5412 -0.0971 0.2598 0.1349 0.0151 -0.455
O 4.6118 1.5414 0.4686 -0.0617 0.1475 0.1414 0.041
N 5.0541 -0.4461 -0.4872 0.1824 0.0053 -0.0424 -0.060
C 4.7309 -1.8004 -0.8699 -0.0371 -0.3998 0.1909 -0.126
H 3.6638 -1.9285 -1.0334 0.0446 0.0020 -0.0290 0.110
C 5.1892 -2.7630 0.2373 -0.2673 0.0137 -0.2538 -0.189
O 6.5632 -2.6250 0.5027 0.0960 -0.1234 -0.0334 -0.132
C 6.8722 -1.3034 0.8942 0.0520 0.3365 -0.1320 -0.180
H 7.9495 -1.2795 1.0625 -0.0602 0.0629 0.0306 0.127
C 6.4660 -0.3003 -0.1880 0.2369 0.0504 0.3138 -0.116
H 6.6354 0.7216 0.1526 0.0444 -0.1340 -0.0752 0.122
H 7.0394 -0.4923 -1.1014 0.0036 0.0068 0.0549 0.132
H 6.3496 -1.0586 1.8311 0.0561 0.0015 -0.0596 0.132
H 5.0387 -3.7999 -0.0688 -0.0694 0.0584 0.0252 0.126
H 4.6059 -2.5628 1.1505 0.0200 -0.0296 -0.0806 0.131
H 5.2691 -2.0390 -1.7957 -0.1086 -0.0339 0.0455 0.133
H 2.4849 -0.3639 -1.1619 -0.1095 -0.0743 -0.0580 0.089
H 2.2498 1.9554 0.7928 0.0953 0.0399 0.0328 0.120
H 0.3060 -0.5700 -1.2848 0.0613 -0.0972 -0.0368 0.106
H -2.0845 -0.4389 -1.6246 -0.1061 -0.0517 -0.0298 0.108
H -5.4040 1.0942 -1.5288 0.1139 -0.0856 -0.0475 0.135
H -4.0093 0.2615 -2.2421 -0.0391 0.0605 0.0460 0.124
H -5.2113 -0.2416 0.5245 0.0482 0.0243 0.0618 0.117
H -3.7922 -1.0795 -0.1014 0.0132 -0.0174 0.0640 0.114
H -6.5949 -1.1774 -1.3114 -0.0680 0.0070 -0.0908 0.115
H -5.1683 -1.9353 -2.0163 -0.0439 0.0328 -0.0810 0.113
H -4.9073 -3.3139 0.0689 0.0508 -0.0919 -0.0196 0.114
H -6.3801 -3.6346 -0.8447 0.0353 -0.0904 0.0137 0.111
H -6.1854 -1.9527 1.6891 -0.0458 0.1025 0.0103 0.101
H -7.6503 -2.1540 0.7264 -0.0122 0.1062 0.0054 0.111
H -6.0969 -4.4135 2.0766 0.0725 -0.0994 0.0554 0.071
H -7.6164 -3.7259 2.6511 -0.0535 -0.0772 0.1071 0.067
```
Positions in Å, forces in eV/Å.